Formula: C7H12O
Source: the Open Molecules 2025 dataset
Level of theory: ωB97M-V with the def2-TZVPD basis set

## Properties
- Calculated total energy: -349.0690 Eh
- Lowest unoccupied orbital energy: 0.9242 eV
- HOMO-LUMO gap: 9.768 eV
- Highest occupied orbital energy: -0.325 hartree

Element x y z (Å)
H -2.277 -0.026 -0.641
C 1.716 -0.519 -0.035
H 0.707 0.572 1.622
H -1.899 -2.287 0.626
H -1.250 0.585 -1.749
C -1.373 -0.336 -1.181
H -1.644 -1.225 -1.663
H 1.035 2.405 0.259
C 0.520 0.424 0.517
H -1.743 -0.643 1.531
H -0.668 2.306 0.158
C -0.402 -0.720 -0.057
H 3.682 0.085 0.414
C 0.234 1.806 -0.076
H -0.480 -1.959 1.712
H 0.197 1.726 -1.116
C -1.201 -1.485 1.010
C 2.986 -0.588 0.009
H 3.233 -1.610 -0.236
O 0.792 -1.359 -0.642